The following is a quantum chemistry calculation of a structure of composition C15H25Cl2N3PdSSe2 in a non-equilibrium geometry, from the OMol25 dataset.

Each line ends with the natural charge from an NBO analysis.
Positions of all 49 atoms, in Å:
Pd -0.703 0.799 -0.458  0.55
C 3.523 2.038 1.034  -0.80
Se 2.101 0.885 0.378  0.28
C 2.508 1.066 -1.511  -0.59
C 2.147 2.427 -2.081  -0.59
Se 0.243 2.838 -2.026  0.38
C 0.292 4.119 -0.575  -0.79
H 4.484 1.691 0.664  0.22
H 3.521 1.976 2.120  0.23
H 3.359 3.074 0.745  0.21
H 1.933 0.265 -1.994  0.27
H 3.573 0.856 -1.649  0.22
H 2.443 2.484 -3.131  0.24
H 2.665 3.235 -1.560  0.22
H 0.850 5.007 -0.866  0.22
H 0.724 3.636 0.302  0.23
H -0.742 4.387 -0.359  0.24
C 0.718 -1.068 5.003  -0.61
C 0.715 -0.660 3.543  -0.23
N -0.346 0.286 3.228  -0.61
C -1.277 0.207 2.262  0.35
S -1.932 1.661 1.615  -0.35
N -1.708 -0.974 1.822  -0.59
C -1.665 -2.296 2.426  -0.22
C -0.889 -3.275 1.566  -0.62
H 1.551 -1.738 5.206  0.22
H -0.206 -1.571 5.280  0.21
H 0.826 -0.199 5.650  0.21
H 0.628 -1.520 2.879  0.21
H 1.668 -0.184 3.276  0.20
H -0.187 1.247 3.506  0.42
H -2.340 -0.884 1.020  0.43
H -2.703 -2.627 2.531  0.21
H -1.270 -2.216 3.439  0.20
H -1.291 -3.295 0.555  0.23
H -0.950 -4.276 1.984  0.21
H 0.159 -2.995 1.475  0.21
Cl 0.553 -2.924 -3.188  -0.01
C -0.814 -1.949 -3.632  -0.10
C -1.445 -2.232 -4.821  -0.22
C -2.546 -1.481 -5.214  -0.27
C -3.010 -0.461 -4.395  -0.21
C -2.368 -0.194 -3.204  -0.13
Cl -3.063 1.063 -2.210  -0.01
C -1.211 -0.902 -2.748  0.13
N -0.528 -0.720 -1.623  -0.67
H -1.074 -3.034 -5.441  0.22
H -3.043 -1.692 -6.149  0.21
H -3.876 0.121 -4.671  0.22

2S+1 = 1
LUMO (spin up / spin down) = -0.420 / -0.401 eV
HOMO level (spin up / spin down) = -6.21 / -6.17 eV

=====

The following is a quantum chemistry calculation of a structure of composition C15H25FKNO9 in a non-equilibrium geometry, from the OMol25 dataset.

Each line ends with the Löwdin charge.
Positions of all 52 atoms, in Å:
K 0.450 -0.071 -1.384  0.79
F 1.831 0.021 -3.452  -0.84
C 1.710 6.282 0.350  -0.01
C 2.426 4.967 0.815  -0.28
C 1.657 4.156 1.840  -0.09
O 1.222 3.027 1.135  0.11
C 1.846 2.942 0.023  -0.62
O 1.950 1.902 -0.607  0.06
O 2.570 4.000 -0.220  0.12
H 1.066 6.021 -0.523  0.09
H 2.517 7.083 0.171  0.10
H 1.103 6.803 1.094  0.07
H 3.421 5.143 1.228  0.15
H 0.863 4.737 2.302  0.13
H 2.318 3.709 2.600  0.15
C 1.314 -4.450 -0.187  -0.02
C 1.222 -4.040 -1.655  -0.25
C 0.505 -5.060 -2.516  -0.08
O -0.664 -4.405 -2.844  0.15
C -0.823 -3.303 -2.286  -0.62
O -1.881 -2.681 -2.230  0.12
O 0.265 -2.978 -1.591  0.02
H 0.562 -3.896 0.371  0.06
H 2.304 -4.200 0.301  0.11
H 1.085 -5.519 -0.051  0.08
H 2.150 -3.810 -2.056  0.14
H 0.444 -5.987 -1.981  0.12
H 1.076 -5.270 -3.411  0.14
C -1.979 4.377 -1.544  -0.08
O -3.066 3.513 -1.540  0.03
C -2.757 2.204 -1.845  -0.28
O -1.416 1.616 -1.903  -0.19
O -3.850 1.496 -2.175  0.02
C -3.628 0.189 -2.771  -0.02
H -1.712 4.889 -2.424  0.09
H -1.051 3.988 -1.197  0.08
H -2.045 5.170 -0.877  0.07
H -3.545 -0.547 -1.976  0.09
H -2.941 0.035 -3.582  0.11
H -4.504 -0.094 -3.264  0.07
C -0.960 -3.414 4.476  -0.10
C 0.080 -3.104 3.426  -0.28
C -0.113 -1.814 2.693  -0.19
C 0.861 -1.492 1.638  -0.18
N 1.633 -1.326 0.782  0.15
H -1.905 -3.812 4.117  0.08
H -1.152 -2.787 5.295  0.06
H -0.581 -4.313 4.941  0.07
H 0.206 -3.939 2.739  0.10
H 1.087 -2.994 3.962  0.14
H -0.073 -1.000 3.448  0.14
H -1.095 -1.963 2.346  0.11

2S+1 = 1
LUMO = 0.096 eV
HOMO level = -6.72 eV

=====

The following is a quantum chemistry calculation of a cluster of 2 separate species, C15H25FN3O8P in total in a non-equilibrium geometry, from the OMol25 dataset.

Each line ends with the natural charge from an NBO analysis.
Positions of all 53 atoms, in Å:
C 3.369 1.171 0.110  -0.63
C 3.435 -0.353 0.127  -0.08
O 2.091 -0.882 0.108  -0.53
C 1.961 -2.068 -0.523  0.81
O 2.907 -2.754 -0.819  -0.60
C 0.543 -2.464 -0.846  -0.52
C 0.252 -2.295 -2.350  -0.38
C -0.763 -1.176 -2.621  -0.42
C -0.444 0.120 -1.902  -0.29
C -0.086 1.355 -2.698  0.70
O 0.161 1.466 -3.863  -0.54
N -0.158 2.450 -1.788  -0.66
C -0.692 1.982 -0.532  -0.15
C -1.515 3.007 0.221  0.70
O -1.705 4.135 -0.145  -0.54
N -2.036 2.482 1.433  -0.71
C -2.287 3.458 2.421  0.98
O -3.241 4.116 2.522  -0.47
F -1.265 3.527 3.284  -0.33
C -1.522 0.738 -0.959  -0.61
P -3.115 1.200 -1.746  2.22
N -4.279 1.374 -0.753  -1.32
O -3.346 0.103 -2.880  -0.99
O -2.872 2.451 -2.697  -0.99
H 3.423 1.585 1.114  0.21
H 4.171 1.575 -0.499  0.22
H 2.417 1.480 -0.313  0.20
H 3.981 -0.708 -0.739  0.21
H 3.930 -0.700 1.029  0.18
H -0.168 -1.912 -0.236  0.22
H 0.485 -3.505 -0.536  0.24
H 1.177 -2.111 -2.894  0.21
H -0.155 -3.220 -2.751  0.22
H -0.866 -0.995 -3.688  0.24
H -1.733 -1.527 -2.275  0.22
H 0.403 0.016 -1.224  0.24
H 0.702 2.980 -1.756  0.41
H 0.061 1.643 0.190  0.21
H -1.421 1.751 1.780  0.41
H -1.665 0.041 -0.138  0.27
H -4.027 1.232 0.215  0.39
H -3.751 0.526 -3.651  0.52
H -2.535 3.223 -2.217  0.53
C 0.485 -3.611 3.326  -0.73
C 0.580 -2.107 3.257  0.61
O -0.256 -1.444 2.685  -0.56
C 1.774 -1.468 3.924  -0.72
H -0.412 -3.944 2.810  0.24
H 1.361 -4.063 2.856  0.23
H 0.442 -3.937 4.367  0.23
H 2.695 -1.842 3.474  0.23
H 1.783 -1.708 4.988  0.23
H 1.724 -0.389 3.801  0.23

2S+1 = 1
LUMO = 0.155 eV
HOMO level = -9.23 eV
SMILES = CCOC(=O)CCC[C@H]1C(=O)N[C@@H](C(=O)NC(=O)F)[C@H]1P(=N)(O)O.CC(C)=O

=====

The following is a quantum chemistry calculation of a structure of composition C15H25N5O5Zn in a non-equilibrium geometry, from the OMol25 dataset.

Each line ends with the natural charge from an NBO analysis.
Positions of all 51 atoms, in Å:
O 2.017 1.861 -3.657  -0.96
H 2.904 2.247 -3.528  0.46
Zn 0.486 0.993 -0.151  1.65
N -1.465 0.328 -1.250  -0.30
N 0.998 -0.494 -1.869  -0.10
O -2.847 0.444 -0.962  -0.62
O 2.137 -0.882 -2.214  -0.57
C -1.300 -0.772 -1.990  0.24
C -0.034 -1.254 -2.374  -0.03
C -2.602 -1.415 -2.387  -0.67
C 0.158 -2.246 -3.426  -0.66
H -3.238 -0.647 -2.893  0.24
H -3.129 -1.774 -1.473  0.23
H -2.448 -2.269 -3.085  0.21
H 1.198 -2.456 -3.551  0.25
H -0.223 -1.901 -4.377  0.21
H -0.366 -3.151 -3.195  0.20
H -2.924 1.357 -0.558  0.50
H 2.084 1.052 -3.052  0.49
O -0.812 -2.970 0.206  -0.94
H -1.540 -3.612 0.288  0.47
H -0.067 -3.529 -0.083  0.48
C 0.657 2.473 -1.071  -1.51
H 1.814 2.066 -1.094  0.16
H 0.123 2.094 -2.073  0.25
H 0.895 3.494 -1.514  0.25
O -4.252 2.625 0.073  -0.95
H -4.695 3.008 -0.722  0.49
H -3.934 3.378 0.614  0.48
N 1.146 -1.202 1.661  -0.59
C -0.167 -0.791 1.929  0.43
C -0.959 -1.489 2.828  -0.26
C -2.136 -0.907 3.248  -0.15
C -2.495 0.334 2.710  -0.27
C -1.685 0.955 1.772  0.08
N -0.562 0.323 1.354  -0.61
C 2.230 -0.307 1.771  0.40
C 3.263 -0.575 2.672  -0.27
C 4.161 0.452 2.967  -0.14
C 4.000 1.662 2.291  -0.28
C 2.991 1.830 1.381  0.08
N 2.133 0.823 1.095  -0.57
H 1.369 -2.104 2.109  0.39
H -0.587 -2.444 3.180  0.22
H -2.777 -1.392 3.981  0.23
H -3.431 0.852 2.966  0.23
H -1.886 1.929 1.367  0.22
H 3.291 -1.548 3.133  0.22
H 4.990 0.297 3.646  0.23
H 4.678 2.507 2.469  0.23
H 2.839 2.747 0.838  0.23

2S+1 = 1
LUMO (spin up / spin down) = 0.121 / 0.121 eV
HOMO level (spin up / spin down) = -6.20 / -6.20 eV

=====

The following is a quantum chemistry calculation of a structure of composition C15H26AlGeN4S in a non-equilibrium geometry, from the OMol25 dataset.

Each line ends with the natural charge from an NBO analysis.
Positions of all 48 atoms, in Å:
Al 1.849 0.654 1.884  1.66
N 0.531 1.224 5.761  -0.71
C 0.949 0.813 4.583  0.34
S 1.663 2.085 3.534  -0.22
N 0.808 -0.467 4.270  -0.36
N 1.371 -0.747 3.085  -0.42
C 1.563 -1.923 2.609  0.10
C 2.447 -1.944 1.427  0.15
C 2.946 -3.106 0.886  -0.18
C 3.929 -3.026 -0.101  -0.05
C 4.375 -1.783 -0.523  -0.22
C 3.812 -0.650 0.030  0.11
N 2.865 -0.718 0.983  -0.67
H 0.669 2.170 6.081  0.44
H 0.146 0.552 6.412  0.45
H 1.233 -2.830 3.104  0.26
H 2.594 -4.063 1.247  0.27
H 4.354 -3.930 -0.519  0.28
H 5.156 -1.690 -1.264  0.28
H 4.135 0.339 -0.271  0.23
C -2.842 -2.249 -1.898  -0.62
C -2.156 -1.437 -0.812  -0.36
C -3.091 -0.478 -0.081  -0.44
C -2.317 0.452 0.844  -0.81
Ge -1.047 1.488 -0.223  1.78
C -0.600 3.223 -0.992  -0.81
C -1.176 3.087 -2.389  -0.47
C -0.654 1.800 -3.012  -0.26
C -1.352 1.356 -4.279  -0.64
H -2.130 -2.873 -2.434  0.24
H -3.348 -1.607 -2.620  0.22
H -3.586 -2.913 -1.455  0.25
H -1.347 -0.818 -1.272  0.15
H -1.661 -2.099 -0.096  0.22
H -3.788 -1.043 0.545  0.28
H -3.710 0.074 -0.791  0.23
H -1.689 -0.078 1.562  0.26
H -2.914 1.219 1.351  0.30
H 0.634 1.006 0.706  -0.46
H 0.488 3.284 -0.952  0.27
H -1.041 3.987 -0.345  0.30
H -0.853 3.953 -2.975  0.29
H -2.268 3.112 -2.398  0.24
H -0.815 0.978 -2.203  0.09
H 0.427 1.857 -3.159  0.24
H -2.430 1.270 -4.142  0.23
H -0.967 0.399 -4.628  0.25
H -1.165 2.086 -5.070  0.27

2S+1 = 1
Net charge = +3
LUMO = -11.672 eV
HOMO level = -17.74 eV

=====

The following is a quantum chemistry calculation of a structure of composition C15H26AsBCl4IO4 in a non-equilibrium geometry, from the OMol25 dataset.

Each line ends with the natural charge from an NBO analysis.
Positions of all 52 atoms, in Å:
C -2.891 -1.957 3.703  -0.64
C -1.548 -1.338 3.181  -0.01
C -0.414 -1.075 4.057  -0.26
C 0.774 -0.465 3.453  -0.24
C 0.864 -0.115 2.025  -0.06
C 2.192 0.545 1.543  -0.24
C 2.880 -0.187 0.319  -0.62
C 1.891 2.094 1.297  -0.60
C -0.285 -0.377 1.133  0.42
O -0.231 -0.032 -0.210  -0.56
C -1.512 0.541 -0.625  -0.42
As -1.394 1.785 -2.221  1.18
C -0.199 0.546 -3.279  -0.77
C -0.768 -0.914 -3.491  -0.44
C 0.469 -1.829 -3.952  -0.48
I 1.317 -2.871 -2.225  0.01
O -1.386 3.029 -3.664  -1.08
B -1.949 4.200 -3.142  1.29
O -1.070 5.207 -2.633  -0.94
O -3.344 4.492 -3.125  -0.95
C -1.458 -1.002 1.765  -0.31
H -3.687 -1.164 3.588  0.22
H -2.828 -2.169 4.801  0.21
H -3.201 -2.839 3.089  0.22
H -0.490 -1.344 5.137  0.21
H 1.638 -0.229 4.114  0.22
H 2.921 0.496 2.404  0.19
H 3.853 -0.638 0.669  0.20
H 2.225 -0.943 -0.184  0.24
H 3.171 0.605 -0.429  0.21
H 0.777 2.200 1.215  0.22
H 2.350 2.499 0.361  0.22
H 2.228 2.639 2.224  0.20
H -1.880 1.165 0.244  0.18
H -2.228 -0.307 -0.844  0.16
H -0.116 2.442 -1.609  -0.18
H -2.301 2.807 -1.426  -0.23
H -2.688 1.105 -2.803  -0.18
H -0.117 0.996 -4.315  0.22
H 0.868 0.500 -2.905  0.20
H -1.526 -0.967 -4.325  0.21
H -1.181 -1.388 -2.567  0.21
H 0.197 -2.565 -4.747  0.21
H 1.291 -1.158 -4.320  0.22
H -0.248 5.086 -3.136  0.49
H -3.577 4.510 -2.176  0.49
H -2.347 -1.197 1.128  0.22
C 2.990 -4.083 2.580  -0.22
Cl 4.684 -4.018 3.118  0.02
Cl 2.122 -2.649 3.166  0.08
Cl 2.937 -4.123 0.809  0.05
Cl 2.223 -5.549 3.227  0.03

2S+1 = 1
Net charge = -1
LUMO = 2.086 eV
HOMO level = -4.26 eV